# 1
Here is a molecular structure, C17H11Br2CuN3O4 from the Open Molecules 2025 dataset. Energies are from ωB97M-V with the def2-TZVPD basis set.

## Properties
Net charge ... +1
HOMO ... -11.1 eV
Gap between HOMO and LUMO ... 7.6 eV

CARTESIAN COORDINATES (ANGSTROEM)
Cu (7.4176, 9.5414, 11.6316)
O (4.2313, 6.4002, 11.6353)
C (5.3932, 6.9350, 11.3594)
O (5.7126, 7.4735, 10.3182)
C (6.4079, 6.7669, 12.4766)
C (6.4917, 5.5397, 13.1497)
C (7.6007, 5.4053, 13.9749)
C (8.4410, 6.4979, 14.1830)
C (8.2704, 7.6870, 13.4662)
N (7.2863, 7.7850, 12.5989)
C (9.3301, 8.7046, 13.5419)
O (10.1701, 8.4502, 14.5520)
O (9.3877, 9.6613, 12.8399)
H (3.5539, 6.4575, 10.9216)
H (5.7837, 4.7709, 12.8569)
H (7.7267, 4.4447, 14.4896)
H (9.2580, 6.2571, 14.9061)
H (10.8121, 9.1359, 14.5825)
Br (8.4492, 10.7320, 5.3242)
C (8.0695, 10.4077, 7.1120)
C (8.6635, 9.2094, 7.6541)
C (8.3457, 8.9975, 8.9772)
N (7.7315, 9.8912, 9.7584)
C (7.1881, 11.0258, 9.2147)
C (7.2268, 11.2537, 7.8295)
C (6.5747, 11.9553, 10.1846)
C (6.2197, 13.2205, 9.8560)
C (5.6804, 13.9832, 10.8687)
Br (4.9703, 15.6641, 10.5230)
C (5.6899, 13.5148, 12.1844)
C (6.1945, 12.2240, 12.4477)
N (6.5542, 11.4610, 11.4375)
H (9.3350, 8.5690, 7.1613)
H (8.5990, 8.0969, 9.4636)
H (6.8383, 12.0879, 7.3396)
H (6.3008, 13.6525, 8.8370)
H (5.4202, 14.1409, 13.0106)
H (6.3974, 11.7218, 13.4341)

=====

# 2
Here is C17H11BrN2O2 in the gas phase from the Open Molecules 2025 dataset. Energies are from ωB97M-V with the def2-TZVPD basis set.

## Properties
ΔE to the lowest compared entry with this formula, charge and spin ... 0.0000 eV
Net charge ... 0
HOMO ... -7.5 eV
Gap between HOMO and LUMO ... 6.9 eV
SMILES ... O=C1Nc2cc(Br)ccc2/C1=c1/[nH]c2ccccc2/c1=C\O

CARTESIAN COORDINATES (ANGSTROEM)
O (-3.2874, -1.3166, -0.1624)
Br (2.1790, -4.6245, 4.0701)
O (1.4002, 2.9412, 1.3392)
C (-2.3771, -1.4866, 0.6382)
C (-1.1959, -0.6631, 0.5778)
C (-0.9552, 0.4452, -0.2112)
C (0.5986, 1.8365, 1.1060)
C (0.1813, 1.3731, -0.1030)
C (1.3105, 2.8115, -3.5018)
C (0.1690, 2.5400, -4.1842)
C (1.8650, -2.3049, 2.3876)
C (1.1628, -1.2845, 1.7361)
C (1.2427, 2.4959, -2.1563)
C (-0.1751, -3.5306, 2.8045)
C (-0.9749, 1.9496, -3.5650)
C (1.2079, -3.3698, 2.9693)
C (-0.2504, -1.4263, 1.4351)
C (0.2428, 1.8551, -1.4862)
C (-0.8827, -2.4894, 2.1312)
C (-0.8681, 1.4538, -2.2250)
N (-2.2158, -2.5197, 1.5645)
N (-1.6485, 0.6486, -1.3771)
H (1.8473, 2.8584, 2.1819)
H (0.0877, 1.2647, 1.9534)
H (2.0669, 3.3732, -4.1004)
H (0.2215, 2.8879, -5.2395)
H (2.9310, -2.1340, 2.5889)
H (1.7024, -0.4608, 1.3011)
H (2.1416, 2.7791, -1.6258)
H (-0.5705, -4.3780, 3.2516)
H (-1.8082, 1.5030, -4.2140)
H (-2.8210, -3.2787, 1.7286)
H (-2.5275, 0.2507, -1.6132)

=====

# 3
Here is a molecular structure, C17H11F5NO3SW from the Open Molecules 2025 dataset. Energies are from ωB97M-V with the def2-TZVPD basis set.

## Properties
ΔE to the lowest compared entry with this formula, charge and spin ... 0.3693 eV
Net charge ... +1
HOMO (spin up / spin down) ... -12.6 / -12.7 eV
Gap between HOMO and LUMO (spin up / spin down) ... 7.4 / 7.6 eV
Spin multiplicity ... 3

CARTESIAN COORDINATES (ANGSTROEM)
W (0.1269, 0.1238, 0.2180)
C (3.5969, -1.6426, 1.7228)
C (2.7969, -1.4649, 0.4530)
C (3.6106, -1.6064, -0.8174)
O (2.1875, -0.0952, 0.4728)
C (1.5972, -2.4102, 0.4217)
O (1.6983, -3.5814, 0.5647)
O (0.4157, -1.7712, 0.2021)
H (4.4550, -0.9709, 1.7316)
H (3.9547, -2.6703, 1.7627)
H (2.9841, -1.4556, 2.6041)
H (4.4608, -0.9217, -0.8053)
H (3.0027, -1.4261, -1.7047)
H (3.9979, -2.6232, -0.8677)
H (2.7852, 0.5573, 0.0796)
N (-4.4615, 1.5471, 5.8494)
C (-3.7342, 1.3388, 4.9861)
C (-2.8241, 1.0814, 3.9018)
C (-2.6074, 2.0669, 2.9421)
C (-1.7281, 1.8272, 1.9025)
C (-1.0577, 0.5938, 1.8083)
C (-1.2935, -0.3920, 2.7871)
C (-2.1697, -0.1488, 3.8245)
H (-3.1267, 3.0119, 3.0208)
H (-1.5616, 2.6020, 1.1658)
H (-0.8050, -1.3609, 2.7387)
H (-2.3539, -0.9045, 4.5753)
F (-2.3625, 0.0138, -6.1011)
C (-1.7859, 0.4353, -4.9928)
C (-0.9215, -0.4027, -4.3022)
F (-0.6699, -1.6235, -4.7490)
C (-0.3342, 0.0576, -3.1426)
F (0.4995, -0.7576, -2.4562)
C (-0.5802, 1.3241, -2.6423)
S (0.3019, 1.9275, -1.2254)
C (-1.4517, 2.1441, -3.3438)
F (-1.7132, 3.3666, -2.8969)
C (-2.0523, 1.7088, -4.5136)
F (-2.8771, 2.5015, -5.1748)

=====

# 4
Here is a molecular structure, C17H11N2O5SV from the Open Molecules 2025 dataset. Energies are from ωB97M-V with the def2-TZVPD basis set.

## Properties
Net charge ... -1
HOMO (spin up / spin down) ... -3.6 / -4.4 eV
Gap between HOMO and LUMO (spin up / spin down) ... 6.1 / 6.9 eV
Spin multiplicity ... 4

CARTESIAN COORDINATES (ANGSTROEM)
V (0.4057, 1.1921, -0.4752)
O (3.4526, 1.6495, 4.8688)
C (2.7458, 1.5438, 3.7097)
C (1.4308, 1.9950, 3.6173)
C (0.7846, 1.8467, 2.4056)
N (1.4081, 1.2737, 1.3853)
C (2.6713, 0.8633, 1.4399)
C (3.3893, 0.9727, 2.6140)
C (3.2037, 0.2935, 0.1095)
O (4.3369, -0.1732, 0.1190)
O (2.3790, 0.3784, -0.8588)
C (-0.6542, 2.3044, 2.0979)
O (-1.2962, 2.7751, 3.0314)
O (-1.0047, 2.1351, 0.8857)
H (2.8939, 2.0663, 5.5355)
H (0.9097, 2.4567, 4.4473)
H (4.4133, 0.6329, 2.6672)
C (-0.1538, -1.5118, 1.1485)
C (-0.8699, -1.5688, -0.1687)
C (-1.6328, -2.7132, -0.4928)
C (-2.2809, -2.7638, -1.6866)
C (-2.1882, -1.6813, -2.5888)
C (-2.8505, -1.7081, -3.8350)
C (-2.7269, -0.6328, -4.6722)
C (-1.9569, 0.4761, -4.3016)
C (-1.2843, 0.5575, -3.0903)
S (-0.3486, 1.9632, -2.7017)
C (-1.4084, -0.5648, -2.2055)
N (-0.7644, -0.5421, -0.9895)
H (-0.3279, -2.4210, 1.7218)
H (-0.5001, -0.6577, 1.7323)
H (0.9199, -1.3967, 0.9923)
H (-1.6830, -3.5251, 0.2196)
H (-2.8750, -3.6263, -1.9675)
H (-3.4402, -2.5771, -4.0999)
H (-3.2251, -0.6281, -5.6346)
H (-1.8725, 1.3156, -4.9799)

=====

# 5
Here is C17H12Cl2N2OS in the gas phase from the Open Molecules 2025 dataset. Energies are from ωB97M-V with the def2-TZVPD basis set.

## Properties
ΔE to the lowest compared entry with this formula, charge and spin ... 0.0000 eV
Net charge ... 0
HOMO ... -8.4 eV
Gap between HOMO and LUMO ... 8.2 eV
SMILES ... O=C1CCCc2nn(-c3cccs3)c(-c3ccc(Cl)c(Cl)c3)c21

CARTESIAN COORDINATES (ANGSTROEM)
O (-2.0475, -3.0791, -1.7539)
Cl (-3.4934, 2.5200, -4.6904)
Cl (-4.8672, 0.9327, -2.3213)
N (1.2243, -1.2244, 0.8672)
S (-0.0146, 2.4420, -0.2553)
C (-1.1680, -3.2106, -0.9199)
C (0.6138, -2.3207, 0.5281)
C (0.8724, 3.5949, 0.7702)
C (1.7456, 2.9635, 1.6479)
C (1.7114, 1.5171, 1.4691)
C (-0.3734, -2.1032, -0.5084)
C (0.8141, 1.0954, 0.5114)
C (-0.2282, -0.7490, -0.8016)
C (-1.1396, 1.4329, -3.7619)
C (-0.3664, 0.6007, -2.9002)
C (-2.3982, -0.0154, -1.7484)
C (-2.5036, 1.5201, -3.6155)
C (-3.1503, 0.8051, -2.5890)
C (-1.0053, -0.0885, -1.8627)
N (0.6364, -0.2396, 0.1612)
C (-0.9859, -4.5692, -0.2571)
C (0.8178, -3.6492, 1.2221)
C (-0.5135, -4.4667, 1.2200)
H (0.8049, 4.6870, 0.6472)
H (2.4418, 3.4449, 2.3580)
H (2.3661, 0.7921, 1.9600)
H (-0.6602, 2.0580, -4.5429)
H (0.7186, 0.5627, -2.9432)
H (-2.8910, -0.5097, -0.9369)
H (-0.2474, -5.1289, -0.8372)
H (-1.9402, -5.1263, -0.2670)
H (1.0901, -3.5154, 2.2752)
H (1.6269, -4.1838, 0.7071)
H (-1.2959, -3.9791, 1.7826)
H (-0.3786, -5.4604, 1.6399)

=====

# 6
Here is a molecular structure, C17H12ClIN4OS2Sm from the Open Molecules 2025 dataset. Energies are from ωB97M-V with the def2-TZVPD basis set.

## Properties
ΔE to the lowest compared entry with this formula, charge and spin ... 0.1757 eV
Net charge ... +1
HOMO (spin up / spin down) ... -10.5 / -10.5 eV
Gap between HOMO and LUMO (spin up / spin down) ... 5.9 / 6.0 eV
Spin multiplicity ... 6

CARTESIAN COORDINATES (ANGSTROEM)
Sm (0.1041, -0.5684, 0.8204)
C (-2.1752, -4.7695, 3.9824)
S (-1.8667, -5.0017, 2.2168)
C (-1.2450, -3.4697, 1.5195)
S (-1.7432, -1.9608, 2.3104)
N (-0.4567, -3.7819, 0.4697)
N (0.1836, -2.7298, -0.1025)
C (1.1738, -2.9216, -0.9672)
C (1.9763, -1.8437, -1.4274)
C (2.7146, -2.1657, -2.5254)
C (3.5720, -1.1643, -3.0989)
C (3.7933, 0.0145, -2.3179)
C (3.0651, 0.1993, -1.1226)
N (1.9877, -0.6023, -0.8833)
H (-1.4088, -4.1560, 4.3622)
H (-2.0166, -5.7323, 4.4572)
H (-3.2232, -4.3822, 4.1047)
H (1.4443, -3.9106, -1.4423)
H (2.5523, -3.1695, -2.9836)
H (4.1021, -1.3558, -4.0550)
H (4.6241, 0.7272, -2.6394)
H (3.2590, 0.9791, -0.4422)
Cl (-1.9401, 5.9606, -0.8711)
C (-1.1727, 4.7403, 0.0125)
C (0.0336, 4.9635, 0.7068)
C (0.7160, 3.8844, 1.1509)
I (2.7149, 4.0528, 1.8383)
C (0.2704, 2.5130, 1.0105)
O (0.9550, 1.4918, 1.5278)
C (-0.9871, 2.3148, 0.3689)
N (-1.1962, 1.0628, -0.1702)
C (-2.3120, 0.8370, -0.8715)
C (-3.2078, 1.8789, -1.1075)
C (-2.9850, 3.1590, -0.6438)
C (-1.6986, 3.4800, -0.1127)
H (0.5235, 5.9726, 0.6513)
H (-2.3777, -0.1717, -1.3168)
H (-4.0653, 1.6273, -1.6549)
H (-3.6876, 3.9986, -0.7540)